Record 1
DFT (wB97M-V/def2-TZVPD) results for a structure of composition C46H50CsN9PS3Se2 at a distorted geometry.

The geometry in XYZ format:
```
112
Properties=species:S:1:pos:R:3
Cs 0.667 0.394 -0.258
C -4.508 2.144 -2.631
N -4.357 2.086 -1.224
C -5.599 2.374 -0.516
C -3.209 1.712 -0.622
N -2.426 0.777 -1.050
C -2.865 -0.386 -1.659
C -3.898 -1.042 -1.024
C -4.192 -2.388 -1.368
C -3.505 -3.080 -2.324
C -2.487 -2.387 -3.024
C -1.714 -3.084 -4.004
C -0.619 -2.477 -4.556
C -0.297 -1.144 -4.213
C -1.100 -0.356 -3.407
N -0.809 1.014 -3.381
C -0.705 1.668 -4.486
N -1.156 1.330 -5.771
C -2.324 0.389 -5.896
C -0.242 1.226 -6.870
N 0.018 2.868 -4.469
C -0.209 3.944 -5.358
C 0.770 3.209 -3.275
C -2.137 -1.036 -2.690
N -2.996 2.367 0.553
C -3.136 3.847 0.630
C -1.982 1.968 1.482
H -5.086 3.035 -2.876
H -5.028 1.304 -3.056
H -3.490 2.219 -3.090
H -6.330 1.582 -0.610
H -6.055 3.303 -0.915
H -5.418 2.569 0.552
H -4.376 -0.645 -0.182
H -4.993 -2.880 -0.765
H -3.914 -4.049 -2.646
H -1.968 -4.136 -4.214
H 0.042 -3.029 -5.214
H 0.685 -0.765 -4.595
H -2.895 0.356 -4.994
H -2.016 -0.633 -6.068
H -3.020 0.770 -6.671
H 0.612 1.836 -6.728
H -0.748 1.463 -7.832
H 0.128 0.171 -6.948
H -0.865 3.639 -6.153
H 0.679 4.442 -5.766
H -0.701 4.713 -4.708
H 1.182 2.356 -2.722
H 0.194 3.718 -2.494
H 1.583 3.875 -3.616
H -3.655 4.214 -0.267
H -2.114 4.318 0.675
H -3.677 4.169 1.523
H -1.830 0.871 1.476
H -2.201 2.366 2.461
H -1.046 2.519 1.256
Se -0.839 -0.983 3.377
P -0.318 -2.896 2.697
Se -0.402 -3.127 0.532
C -1.290 -4.263 3.462
C -2.330 -4.941 2.823
C -3.085 -5.895 3.460
C -2.794 -6.179 4.800
C -1.811 -5.458 5.445
C -1.079 -4.505 4.824
C 1.356 -3.376 3.268
C 1.838 -4.629 2.877
C 3.167 -4.947 3.181
C 3.914 -4.116 4.001
C 3.401 -2.945 4.506
C 2.100 -2.548 4.078
H -2.524 -4.740 1.782
H -3.871 -6.427 2.968
H -3.357 -6.875 5.328
H -1.633 -5.766 6.450
H -0.340 -3.851 5.256
H 1.218 -5.237 2.163
H 3.568 -5.926 2.855
H 4.922 -4.415 4.313
H 3.982 -2.326 5.164
H 1.602 -1.634 4.297
S 0.988 4.148 0.012
C 1.657 3.613 1.527
N 1.704 2.461 2.126
C 2.415 2.516 3.305
C 2.614 1.442 4.161
C 3.424 1.568 5.247
C 3.944 2.816 5.572
C 3.696 3.903 4.752
C 2.916 3.769 3.603
S 2.460 4.932 2.402
H 2.129 0.507 3.922
H 3.626 0.720 5.895
H 4.588 2.960 6.398
H 4.250 4.861 4.861
N 3.631 -2.807 0.400
C 3.898 -1.477 0.560
N 3.893 -0.631 -0.415
C 4.472 0.563 -0.008
C 4.865 1.617 -0.832
C 5.503 2.716 -0.244
C 5.794 2.708 1.124
C 5.397 1.690 1.992
C 4.786 0.646 1.347
S 4.428 -0.838 2.130
H 3.095 -3.060 -0.402
H 3.357 -3.361 1.233
H 4.700 1.456 -1.894
H 5.886 3.639 -0.771
H 6.236 3.582 1.625
H 5.592 1.736 3.065
```

Output
Largest force on an atom in hartree/bohr: 0.0512
Total charge: -1
M in g mol⁻¹: 1146.97
Energy relative to the best compared isomer or geometry (same formula, charge and spin) in eV: 1.074
Orbital gap in eV: 6.41
E in eV: -234964.593

Atom charges from the Mulliken analysis, given in e for atoms 1 to 5: number 1, Cs, carries 0.48; number 2, C, carries -1.02; number 3, N, carries 0.65; number 4, C, carries -1.19; number 5, C, carries -0.34

=====

Record 2
DFT (wB97M-V/def2-TZVPD) results for a structure of composition C46H50N4O6P3ReS2.

The geometry in XYZ format:
```
112
Properties=species:S:1:pos:R:3
Re 0.024 1.117 0.069
O -3.362 -2.564 3.961
C -2.678 -2.125 3.085
C -3.002 -2.101 1.590
O -4.036 -2.437 1.073
C -1.852 -1.441 0.945
C -0.986 -0.915 1.877
O 0.008 -0.077 1.705
C -1.353 -1.373 3.233
O -0.784 -1.109 4.261
O -1.877 -1.306 -0.375
C 3.290 1.588 1.088
P 2.392 0.787 -0.281
C 2.947 1.787 -1.715
N 4.190 1.685 -2.107
C 4.592 2.478 -3.129
C 5.921 2.383 -3.607
C 6.324 3.188 -4.629
C 5.429 4.122 -5.216
C 4.147 4.236 -4.771
C 3.701 3.407 -3.713
N 2.428 3.522 -3.264
C 2.053 2.722 -2.300
P 0.356 2.876 -1.616
C 0.435 4.493 -0.773
C -0.804 3.104 -3.046
C -0.542 4.375 -3.860
C -0.692 1.885 -3.963
C -2.213 3.178 -2.440
C 3.145 -0.901 -0.432
C 4.656 -0.874 -0.180
C 2.483 -1.777 0.639
C 2.866 -1.461 -1.827
H 4.355 1.650 0.871
H 3.133 1.017 2.004
H 2.897 2.594 1.240
H 6.585 1.666 -3.145
H 7.336 3.120 -5.003
H 5.778 4.750 -6.025
H 3.450 4.942 -5.201
H 0.702 5.287 -1.467
H 1.193 4.446 0.011
H -0.525 4.712 -0.306
H 0.379 4.310 -4.434
H -0.498 5.273 -3.245
H -1.377 4.498 -4.553
H 0.326 1.757 -4.340
H -1.344 2.036 -4.825
H -0.994 0.965 -3.464
H -2.370 4.113 -1.898
H -2.421 2.347 -1.766
H -2.941 3.140 -3.252
H 4.891 -0.604 0.850
H 5.177 -0.196 -0.854
H 5.038 -1.884 -0.345
H 2.582 -1.354 1.641
H 2.977 -2.752 0.631
H 1.423 -1.932 0.435
H 3.414 -0.915 -2.595
H 1.801 -1.453 -2.073
H 3.192 -2.503 -1.851
S -1.662 -4.512 -1.834
P -0.328 -4.320 -0.437
S -0.578 -0.551 -1.216
C 1.294 -5.030 -0.816
C 1.741 -4.982 -2.136
C 3.010 -5.432 -2.460
C 3.848 -5.930 -1.470
C 3.405 -5.989 -0.156
C 2.134 -5.541 0.174
C -0.822 -4.886 1.206
C -1.924 -5.722 1.364
C -2.333 -6.097 2.636
C -1.655 -5.631 3.753
C -0.570 -4.777 3.605
C -0.162 -4.395 2.336
H 1.080 -4.603 -2.907
H 3.344 -5.402 -3.489
H 4.837 -6.285 -1.725
H 4.045 -6.398 0.615
H 1.792 -5.613 1.197
H -2.460 -6.070 0.491
H -3.188 -6.749 2.753
H -1.988 -5.912 4.743
H -0.063 -4.385 4.476
H 0.665 -3.700 2.225
C -5.755 1.037 3.156
N -4.883 1.167 2.000
N -3.624 1.705 2.095
C -2.975 1.489 0.921
O -1.744 1.852 0.806
C -3.860 0.830 0.063
C -5.020 0.619 0.782
C -6.233 -0.150 0.401
C -3.181 2.467 3.221
C -3.827 3.655 3.528
C -3.403 4.387 4.626
C -2.334 3.935 5.390
C -1.688 2.752 5.060
C -2.113 2.005 3.972
H -5.149 1.022 4.058
H -6.285 0.092 3.077
H -6.467 1.859 3.210
H -3.649 0.473 -0.928
H -6.163 -0.438 -0.644
H -7.143 0.430 0.551
H -6.295 -1.067 0.991
H -4.649 4.000 2.913
H -3.903 5.311 4.882
H -2.005 4.509 6.246
H -0.858 2.396 5.656
H -1.619 1.078 3.716
```

Output
Largest force on an atom in hartree/bohr: 0.0096
Total charge: +1
M in g mol⁻¹: 1098.19
Energy relative to the best compared isomer or geometry (same formula, charge and spin) in eV: 2.160
Orbital gap (alpha / beta) in eV: 5.88 / 6.88
E in eV: -118421.337
Spin multiplicity: 4

Atom charges from the Mulliken analysis, given in e for atoms 1 to 5: number 1, Re, carries 1.69; number 2, O, carries -0.61; number 3, C, carries 0.21; number 4, C, carries -0.09; number 5, O, carries -0.79

=====

Record 3
DFT (wB97M-V/def2-TZVPD) results for a cluster of 15 separate species, C46H51F14NO43P in total at a distorted geometry.

The geometry in XYZ format:
```
156
Properties=species:S:1:pos:R:3
O 2.457 3.996 1.649
P 1.928 2.733 1.110
C 3.245 1.524 0.762
C 3.007 0.046 0.792
N 4.138 -0.517 0.813
C 5.264 0.433 0.876
C 4.527 1.575 1.594
H 1.360 3.004 -0.149
H 0.889 2.170 1.875
H 3.581 1.673 -0.270
H 2.077 -0.490 0.801
H 4.304 -1.518 0.814
H 6.039 0.024 1.503
H 5.569 0.761 -0.105
H 4.337 1.242 2.600
H 5.053 2.514 1.616
C -0.358 -3.003 -2.190
C -0.647 -3.633 -0.849
O -0.445 -2.540 0.047
C -0.717 -1.402 -0.646
O -0.902 -0.336 -0.152
O -0.758 -1.642 -1.968
F 0.228 -4.619 -0.547
H 0.706 -3.034 -2.429
H -0.919 -3.450 -3.005
H -1.664 -4.007 -0.731
C 3.029 5.230 -3.484
C 1.925 4.697 -2.604
O 2.236 3.306 -2.544
C 3.578 3.197 -2.699
O 4.197 2.210 -2.437
O 4.111 4.332 -3.175
F 0.703 4.853 -3.160
H 2.776 5.144 -4.541
H 3.295 6.258 -3.258
H 1.910 5.107 -1.591
C 3.955 -0.327 6.855
C 2.905 0.178 5.901
O 3.688 0.543 4.758
C 4.783 -0.255 4.768
O 5.501 -0.416 3.823
O 4.939 -0.861 5.944
F 2.271 1.276 6.371
H 4.398 0.475 7.439
H 3.587 -1.099 7.525
H 2.172 -0.565 5.603
C -4.322 1.633 -0.904
C -3.978 1.506 0.562
O -4.859 0.484 1.001
C -5.116 -0.314 -0.081
O -5.589 -1.397 -0.016
O -4.725 0.294 -1.222
F -4.234 2.642 1.259
H -5.154 2.317 -1.072
H -3.481 1.939 -1.516
H -2.946 1.199 0.745
C 2.396 0.959 -7.320
C 3.061 1.714 -6.194
O 2.177 2.809 -5.992
C 0.928 2.382 -6.365
O -0.077 2.942 -6.087
O 1.011 1.239 -7.080
F 4.276 2.194 -6.549
H 2.687 1.353 -8.295
H 2.586 -0.110 -7.293
H 3.156 1.148 -5.266
C -4.213 -0.044 4.717
C -3.002 -0.787 4.211
O -2.771 -1.731 5.238
C -3.975 -1.989 5.829
O -4.186 -2.908 6.546
O -4.888 -1.059 5.470
F -1.915 0.022 4.092
H -3.942 0.779 5.379
H -4.844 0.332 3.916
H -3.155 -1.312 3.266
C -4.009 -2.275 -5.342
C -3.202 -2.093 -6.606
O -1.960 -2.707 -6.263
C -2.229 -3.663 -5.344
O -1.469 -4.523 -5.022
O -3.465 -3.506 -4.828
F -2.989 -0.786 -6.877
H -3.834 -1.471 -4.626
H -5.076 -2.368 -5.523
H -3.612 -2.582 -7.486
C -3.679 -6.039 5.844
C -2.854 -5.911 4.587
O -1.607 -6.448 4.988
C -1.857 -7.363 5.980
O -1.074 -8.166 6.353
O -3.114 -7.213 6.450
F -2.676 -4.617 4.214
H -3.549 -5.186 6.508
H -4.739 -6.176 5.645
H -3.233 -6.474 3.732
C -3.389 4.744 -5.259
C -3.025 4.679 -3.794
O -3.920 3.686 -3.302
C -4.196 2.850 -4.345
O -4.699 1.781 -4.228
O -3.819 3.400 -5.514
F -3.263 5.846 -3.154
H -4.216 5.432 -5.437
H -2.553 5.010 -5.899
H -1.998 4.367 -3.597
C 4.526 2.792 10.101
C 4.955 2.590 11.536
O 4.129 1.516 11.953
C 3.832 0.776 10.849
O 3.379 -0.317 10.862
O 4.139 1.467 9.720
F 4.698 3.676 12.300
H 3.665 3.458 10.029
H 5.322 3.162 9.460
H 6.002 2.308 11.661
C 4.926 5.432 4.423
C 6.157 4.806 3.811
O 6.515 3.826 4.775
C 5.374 3.460 5.423
O 5.258 2.501 6.111
O 4.379 4.335 5.165
F 7.170 5.688 3.672
H 5.188 6.240 5.106
H 4.214 5.795 3.687
H 5.982 4.315 2.852
C -7.254 1.464 -6.247
C -8.614 0.941 -5.854
O -9.391 2.125 -5.802
C -8.837 3.018 -6.674
O -9.364 4.004 -7.058
O -7.594 2.611 -7.038
F -8.601 0.361 -4.629
H -6.671 1.780 -5.384
H -6.671 0.753 -6.827
H -9.061 0.249 -6.569
C -0.157 -4.607 -10.598
C 0.477 -3.931 -9.404
O -0.429 -2.875 -9.137
C -1.654 -3.275 -9.568
O -2.677 -2.748 -9.272
O -1.550 -4.357 -10.368
F 1.694 -3.410 -9.696
H 0.148 -4.138 -11.533
H 0.043 -5.673 -10.647
H 0.564 -4.561 -8.517
C 2.402 -5.320 3.179
C 2.109 -5.943 4.523
O 2.277 -4.841 5.409
C 1.988 -3.718 4.716
O 1.769 -2.657 5.203
O 1.969 -3.965 3.381
F 3.000 -6.908 4.832
H 3.470 -5.335 2.957
H 1.856 -5.783 2.361
H 1.097 -6.337 4.634
```

Output
Largest force on an atom in hartree/bohr: 0.0318
Total charge: +1
M in g mol⁻¹: 1602.82
Orbital gap in eV: 8.60
E in eV: -185391.295

Atom charges from the Mulliken analysis, given in e for atoms 1 to 5: number 1, O, carries -0.64; number 2, P, carries 0.69; number 3, C, carries 0.42; number 4, C, carries -0.94; number 5, N, carries 0.12

=====

Among the records above, which one has the highest M?
C46H51F14NO43P

=====

Look up the E of the second one.
-118421.337 eV